DFT (ωB97M-V/def2-TZVPD) results for a cluster of 11 separate species, C48H128B3F12N8O16 in total.

Its charge is +5. The value obtained for the HOMO-LUMO gap is 8.981 eV. For the HOMO energy, the calculation gives -17.27 eV. The calculation puts the energy above the lowest of the compared OMol25 structures with the same formula, charge and spin at 0.0 kcal/mol. The calculated total energy comes out at -4819.01161 Eh. The value obtained for the maximum force is 4.50 eV Å⁻¹.

The geometry in XYZ format:
```
215
Properties=species:S:1:pos:R:3:forces:R:3
C 4.821665 -4.433534 8.005586 1.39 -0.27 -0.95
O 4.183021 -3.206755 7.759764 -2.04 1.82 -0.13
C 3.095086 -2.823822 8.615020 1.69 -2.90 1.98
C 2.258270 -1.787820 8.074230 -1.13 3.33 -1.75
N 2.065171 -2.055180 6.599223 0.09 0.20 -0.51
H 2.986497 -2.412506 6.390473 1.00 0.15 -0.86
H 1.546329 -2.920367 6.550697 -0.99 -0.13 -0.49
C 1.520321 -0.947273 5.645413 -0.35 -0.32 -0.19
C 1.339919 -1.425459 4.163903 0.29 -2.07 0.76
O 0.456181 -2.582684 4.048102 1.85 0.76 -0.15
C -0.848068 -2.141903 3.956472 -1.94 -0.09 -0.47
H 5.865856 -4.122368 8.036006 0.19 -0.66 0.50
H 4.721614 -5.027200 7.096944 -0.15 -0.29 0.07
H 4.538138 -5.045413 8.861930 -0.27 0.55 0.19
H 3.496959 -2.497903 9.574391 -0.02 0.19 0.14
H 2.531311 -3.725505 8.854229 -0.32 -0.17 -0.08
H 2.724934 -0.803795 8.119069 0.36 -0.01 -0.09
H 1.288095 -1.593016 8.531312 0.03 -0.70 0.24
H 2.174209 -0.077659 5.579898 0.29 -0.22 0.55
H 0.626001 -0.630587 6.182075 -0.21 0.11 -0.55
H 2.304545 -1.793497 3.814390 0.33 -0.26 0.28
H 1.116977 -0.703811 3.378017 -0.52 0.70 0.82
H -0.983607 -1.377279 3.191569 0.28 1.01 0.64
H -1.232018 -1.939441 4.956319 -0.34 0.65 -0.23
H -1.535079 -2.849470 3.492299 0.35 -1.04 0.43
C 3.874241 3.130808 0.173205 -0.13 0.27 -0.81
O 4.787375 2.136935 -0.347817 -0.44 -0.62 0.68
C 4.313467 0.768941 -0.308574 1.10 1.26 -0.60
C 4.855430 0.022685 0.917295 -0.19 0.02 -0.25
N 4.881336 0.959625 2.114586 1.00 -0.36 -0.70
H 4.144515 1.641822 2.005918 -0.57 0.40 0.30
H 4.755021 0.517109 3.013655 -0.52 -0.40 0.08
C 6.214308 1.675061 2.242065 -0.16 -0.20 -0.02
C 6.165375 2.655768 3.407915 -1.65 -0.40 -0.70
O 4.995616 3.477106 3.135480 1.83 -1.09 -1.27
C 4.661384 4.337627 4.181949 -0.05 0.23 0.29
H 3.055967 2.702656 0.752176 -0.05 -0.08 -0.14
H 3.478151 3.686414 -0.676807 -0.31 -0.20 -0.07
H 4.353176 3.889695 0.791929 0.54 -0.47 0.13
H 4.767107 0.278305 -1.169731 0.00 0.02 -0.14
H 3.238805 0.727736 -0.486077 -0.08 -0.03 0.61
H 5.860512 -0.374260 0.774699 0.22 0.61 -0.09
H 4.275187 -0.897254 0.989028 -0.54 0.29 0.94
H 6.402546 2.176363 1.292665 0.04 -0.19 0.10
H 6.892159 0.840094 2.419388 0.49 0.41 -0.06
H 7.129277 3.155405 3.504700 -0.18 0.49 -0.12
H 5.997768 2.085980 4.321893 -0.03 0.03 0.41
H 4.043765 3.732084 4.845243 0.21 0.54 0.80
H 4.072185 5.180295 3.820204 -0.10 -0.24 -0.25
H 5.594122 4.757795 4.558190 -0.23 -0.03 0.77
C 4.946238 -9.973754 3.394244 -0.81 0.07 -0.22
O 4.428655 -9.903333 2.031147 -0.07 0.37 1.16
C 3.355225 -10.710709 1.674705 0.06 -1.38 0.91
C 2.936117 -10.295633 0.352203 -2.25 0.73 -2.40
N 2.613065 -8.819440 0.258250 -2.31 0.82 1.47
H 3.266472 -8.264737 0.792541 0.77 0.11 0.16
H 2.658132 -8.562276 -0.717422 0.04 0.36 -0.21
C 1.171661 -8.391264 0.822910 -0.31 0.59 -1.71
C 0.799225 -6.862951 0.605886 0.99 -0.21 2.11
O 1.477306 -6.031908 1.552069 0.48 0.31 0.07
C 0.919783 -4.706124 1.827187 -0.49 -1.11 -0.78
H 5.827393 -9.332239 3.382892 0.44 -0.99 -0.05
H 4.946230 -11.012506 3.724540 1.17 -0.08 -0.30
H 4.344401 -9.526364 4.185284 -0.93 0.49 -0.48
H 2.495553 -10.842881 2.331670 -0.29 1.49 0.78
H 3.478499 -11.792517 1.623836 1.41 -0.39 -0.36
H 1.965613 -10.719228 0.093731 0.00 -0.55 0.18
H 3.518121 -10.497481 -0.547034 0.82 -0.14 0.60
H 0.936655 -8.866223 1.775429 0.86 0.54 0.32
H 0.427154 -8.853138 0.174454 0.36 -0.45 -0.44
H -0.261041 -6.701734 0.800689 -0.29 -0.59 -0.38
H 1.024229 -6.601599 -0.428121 0.09 0.19 -0.15
H 0.574846 -4.279067 0.885511 0.29 0.23 -0.09
H 1.623778 -4.053566 2.343566 0.26 -0.46 -0.33
H 0.036313 -4.760771 2.463268 -0.04 -0.36 0.19
C 0.651022 4.404056 -2.142575 0.62 -0.95 0.13
O 0.782560 3.251280 -1.312713 1.79 0.18 -2.42
C -0.058663 3.079388 -0.255285 -0.12 -0.35 -0.13
C -0.004427 1.589345 0.035106 -1.94 -1.83 -0.45
N -0.559125 0.638541 -1.167747 0.69 0.27 0.74
H -1.408435 0.970809 -1.601765 -1.08 0.33 0.66
H 0.051959 0.745477 -1.964765 1.13 -0.49 -0.22
C -0.819275 -0.859857 -0.745612 2.24 1.75 -0.29
C 0.264971 -1.357986 0.251273 0.27 0.28 -0.03
O 1.697842 -1.194202 -0.062580 -1.98 -0.08 -1.09
C 2.009626 -1.750420 -1.372418 -0.86 -0.21 0.23
H 0.670520 5.360572 -1.620278 -0.61 0.02 0.49
H -0.216954 4.219693 -2.775602 -0.02 0.66 -0.20
H 1.583657 4.437959 -2.705745 -0.29 -0.23 -0.43
H -1.066401 3.388727 -0.532548 -0.39 0.07 0.45
H 0.405550 3.711341 0.501842 -0.87 -0.43 1.19
H -0.741949 1.253044 0.763840 0.50 0.64 0.60
H 0.988157 1.174374 0.210252 -0.12 0.34 0.12
H -0.720443 -1.427563 -1.670839 -0.49 0.11 -0.04
H -1.810601 -0.859169 -0.292445 0.12 -0.23 -0.06
H 0.031369 -2.409609 0.417490 0.15 -0.29 -0.25
H 0.064932 -0.904090 1.221874 0.49 0.33 -0.06
H 3.030612 -1.505388 -1.665056 -0.02 -0.30 0.45
H 1.396546 -1.427795 -2.213941 -0.15 0.88 0.37
H 1.749027 -2.808791 -1.366088 0.76 -0.56 0.33
C 2.076916 7.819256 2.288389 0.82 -0.14 2.20
O 1.653029 8.300068 1.061077 -1.92 0.76 -0.58
C 0.303724 7.926086 0.782799 -0.23 -0.17 -0.93
C -0.210387 8.725120 -0.449472 0.78 0.69 -0.35
N -0.021576 10.246280 -0.269565 -0.71 -0.49 1.92
H 0.945302 10.440562 -0.051642 0.70 -0.17 -0.04
H -0.230823 10.762058 -1.112357 -0.39 0.32 -0.48
C -0.789492 10.880060 0.890612 0.53 1.69 1.32
C -0.688659 12.427083 0.876959 -0.65 0.27 -1.29
O -1.049372 12.742112 -0.444554 -0.41 -0.28 -1.03
C -1.552414 14.062229 -0.644364 1.26 0.91 1.18
H 3.000905 8.322920 2.572428 0.31 -0.36 -0.54
H 2.148019 6.735684 2.382782 0.36 -0.25 -0.68
H 1.465170 8.050786 3.160320 -0.88 0.51 -0.26
H -0.458635 7.974510 1.560335 0.47 0.95 0.83
H 0.300234 6.844312 0.649218 -0.09 -0.20 -0.95
H -1.248467 8.622061 -0.765481 -0.11 -0.37 0.72
H 0.344415 8.509293 -1.362547 0.36 -0.15 0.20
H -0.312358 10.667988 1.847414 0.03 -1.07 -0.19
H -1.852941 10.644573 0.931948 0.28 -0.49 -0.53
H 0.240670 12.907390 1.183140 0.77 -0.57 -0.32
H -1.373885 12.934008 1.556372 -0.59 -0.72 0.38
H -1.858536 14.288012 -1.665842 -0.12 -0.60 0.22
H -0.730100 14.727537 -0.381152 0.21 0.38 -0.40
H -2.274699 14.322867 0.129242 -0.70 -0.32 -0.34
C -6.458113 -9.212228 -1.088972 -0.17 -1.49 0.33
O -5.998355 -8.427656 0.051075 1.08 0.40 -0.45
C -4.561500 -8.366093 0.214308 -0.60 -0.36 -0.60
C -3.960505 -7.375733 -0.749291 -1.06 0.73 -0.20
N -4.618061 -5.946463 -0.573946 0.92 -1.45 -0.58
H -5.625842 -5.940280 -0.640546 -0.68 -0.75 -0.91
H -4.588783 -5.745993 0.415526 0.99 0.63 0.57
C -4.020961 -4.911776 -1.525514 -0.65 -0.94 0.47
C -2.630724 -4.413747 -1.100158 -0.98 1.63 -0.47
O -1.542765 -5.287248 -1.060017 0.32 0.30 0.06
C -0.972945 -5.462860 -2.365778 -0.62 -1.25 0.19
H -5.699455 -9.749690 -1.657901 0.77 0.54 0.10
H -7.117875 -8.754995 -1.826366 0.20 0.94 0.45
H -7.022688 -10.067242 -0.717076 -0.25 0.23 0.46
H -4.128844 -9.327554 -0.062289 0.11 -0.19 0.14
H -4.202024 -8.141870 1.218598 -0.93 -0.07 0.40
H -4.200470 -7.809093 -1.720232 0.02 0.90 -0.42
H -2.888816 -7.201075 -0.654090 -0.14 -0.08 0.09
H -4.798500 -4.151345 -1.598201 0.57 0.67 0.39
H -4.102156 -5.362483 -2.514638 0.51 -0.34 0.05
H -2.746937 -3.840494 -0.180393 0.19 -0.53 0.55
H -2.433014 -3.597928 -1.795471 0.12 0.10 -0.39
H -1.817106 -5.806965 -2.963335 0.41 -0.02 -0.72
H -0.242728 -6.268152 -2.285803 -0.13 -0.04 -0.01
H -0.458443 -4.627073 -2.839966 -0.32 0.52 0.47
C 0.154579 1.573344 -7.667034 0.77 -0.67 -0.26
O 0.464450 0.428276 -8.582530 0.74 2.61 2.23
C -0.601792 -0.396418 -8.705774 -0.02 -1.66 -0.29
C -0.968820 -1.276091 -7.395801 -0.39 0.49 0.59
N 0.175497 -1.840501 -6.494284 1.99 0.47 -2.61
H 0.560584 -1.137705 -5.879555 0.13 1.27 -0.28
H -0.075206 -2.468557 -5.744085 -0.77 -1.07 -0.62
C 1.430706 -2.292152 -7.337724 -0.03 -0.55 0.90
C 2.529120 -3.050099 -6.523055 -0.26 0.39 -1.61
O 2.075689 -4.132770 -5.774004 -0.63 0.06 1.01
C 1.938308 -3.790599 -4.413513 0.56 -0.36 0.20
H -0.356723 1.274141 -6.752077 0.07 -0.49 -0.10
H -0.467354 2.363786 -8.087166 0.08 -0.26 -0.74
H 1.109994 1.990804 -7.349211 -0.08 -0.10 -0.27
H -0.361914 -1.046216 -9.547392 0.22 -0.65 0.28
H -1.394550 0.182160 -9.180019 -1.20 -0.23 1.03
H -1.623321 -2.101401 -7.676114 0.32 -0.13 -0.14
H -1.524856 -0.713261 -6.646027 -0.16 0.33 -0.32
H 1.926692 -1.392438 -7.701872 -0.51 0.18 -0.03
H 1.054428 -2.864081 -8.185897 -0.03 -0.11 0.24
H 3.132639 -2.323513 -5.979071 -0.24 0.00 0.51
H 3.231488 -3.500644 -7.224335 -0.15 0.30 -0.52
H 0.993615 -3.312790 -4.153981 -0.29 0.20 -0.08
H 2.749988 -3.114490 -4.144912 -0.03 0.11 0.30
H 2.041762 -4.692625 -3.810401 -0.07 -0.11 -0.08
C -4.124290 3.265541 -1.939950 0.75 -0.39 0.76
O -4.067357 4.295051 -2.889553 -0.30 1.01 -0.19
C -5.285407 4.498581 -3.556955 -0.42 1.01 0.32
C -6.452167 4.933730 -2.680114 0.38 -0.43 1.09
N -6.123099 6.300503 -1.982119 -0.08 -3.59 -0.76
H -5.201786 6.266605 -1.569654 0.73 -0.62 -0.31
H -6.057251 6.991790 -2.715532 -0.37 0.51 -0.18
C -6.972950 6.726726 -0.823455 0.61 -0.01 -0.59
C -6.974856 5.846974 0.460778 0.07 1.44 -1.06
O -7.740256 4.716582 0.261490 -0.40 -0.58 0.81
C -7.491604 3.730956 1.291572 0.90 -1.24 -1.16
H -4.581722 3.566483 -0.997465 -0.47 0.01 -0.01
H -3.098805 3.049782 -1.640061 -0.03 -0.12 -0.27
H -4.581816 2.352770 -2.321569 -0.11 0.00 -0.02
H -5.555006 3.577341 -4.073426 -0.26 0.25 -0.45
H -5.206348 5.398626 -4.166681 0.83 -0.57 -1.02
H -6.623002 4.157189 -1.934520 -0.21 0.57 0.48
H -7.373891 5.040227 -3.252108 0.13 0.30 0.00
H -7.971279 6.844259 -1.244926 -0.04 0.37 0.51
H -6.364997 7.628820 -0.754790 -1.35 0.91 1.60
H -7.385064 6.566992 1.168882 -0.41 -0.13 0.47
H -5.989236 5.610858 0.861898 0.48 -0.08 -0.34
H -7.811273 3.903726 2.319232 -0.19 0.67 -0.28
H -6.429808 3.492725 1.228900 0.44 0.39 0.60
H -7.855531 2.760455 0.954241 -0.83 0.34 -0.09
B 1.342725 2.121538 3.246483 -1.94 -0.22 0.19
F 1.584546 3.402996 3.165413 1.41 4.15 -1.02
F 2.322245 1.431427 2.490937 -0.19 -1.14 -0.28
F 1.350086 1.812320 4.562004 0.93 -1.88 2.33
F 0.001216 1.954629 2.856367 -0.14 -1.23 -1.17
B -3.977796 0.653288 0.128391 0.49 1.08 0.36
F -3.382179 1.831495 0.502271 1.55 1.73 0.88
F -3.572790 -0.347894 0.985314 0.11 -1.23 0.37
F -5.298990 0.930262 0.145247 -1.82 -0.76 -0.44
F -3.446783 0.414526 -1.149633 0.01 -0.96 -1.38
B 1.193645 0.457980 -4.357923 0.10 1.60 -0.08
F 1.988406 0.541444 -3.255894 1.02 0.77 1.23
F 0.416903 1.599106 -4.570949 0.04 0.14 0.32
F 1.898210 0.123429 -5.475374 1.05 -0.16 -1.44
F 0.363098 -0.601666 -4.114136 -2.37 -2.22 0.67
```
Forces are in eV/Å.